(1)
{"formula": "C30H59BN6O8", "method": "ωB97M-V/def2-TZVPD", "species": ["C", "N", "C", "B", "O", "C", "C", "C", "C", "C", "O", "C", "C", "N", "C", "C", "N", "C", "H", "H", "H", "H", "H", "H", "H", "H", "H", "H", "H", "H", "H", "H", "C", "O", "C", "C", "N", "C", "C", "O", "C", "H", "H", "H", "H", "H", "H", "H", "H", "H", "H", "H", "H", "H", "H", "H", "C", "O", "C", "C", "N", "C", "C", "O", "C", "H", "H", "H", "H", "H", "H", "H", "H", "H", "H", "H", "H", "H", "H", "H", "C", "O", "C", "C", "N", "C", "C", "O", "C", "H", "H", "H", "H", "H", "H", "H", "H", "H", "H", "H", "H", "H", "H", "H"], "positions_angstrom": [[-0.80919, 3.52193, 2.38284], [-0.72583, 2.44667, 1.31176], [-1.12282, 1.13220, 1.95084], [0.71750, 2.46015, 0.83955], [0.94865, 2.74074, -0.61026], [1.99031, 2.22085, 1.89378], [2.40682, 0.67058, 2.25013], [3.68002, 0.47074, 3.31538], [4.14826, -1.09797, 3.65451], [5.24779, -1.18869, 4.87884], [5.07156, -1.88427, 6.02605], [4.41101, 1.79813, 3.95072], [3.97551, 3.36263, 3.58325], [4.74611, 4.45651, 4.26671], [4.20729, 5.78471, 3.81345], [3.02308, 6.02539, 2.72379], [2.28101, 4.90255, 2.05636], [2.75951, 3.55639, 2.52117], [-0.34219, 4.54069, 2.03231], [-0.21622, 3.18079, 3.35847], [-1.95109, 3.70161, 2.67207], [-0.32819, 0.27508, 1.85309], [-2.15089, 0.81364, 1.43661], [-1.38777, 1.33245, 3.09042], [0.33110, 3.50521, -0.86685], [1.82484, -0.21528, 1.75394], [4.70282, -1.46110, 2.66163], [3.23289, -1.82608, 3.78399], [6.28885, -0.63209, 4.71519], [5.29617, 1.60778, 4.71572], [4.70527, 6.75604, 4.29229], [2.72981, 7.13659, 2.44145], [10.37345, 0.45773, -0.56036], [9.52009, 0.72809, -1.66475], [9.42549, -0.36672, -2.58514], [8.02162, -0.99115, -2.53912], [7.80158, -1.70600, -1.27797], [6.40228, -2.08440, -1.04911], [5.37217, -0.94434, -0.91604], [5.52922, -0.14537, 0.25741], [6.48920, 0.89731, 0.13428], [10.51930, 1.39014, -0.00807], [9.91427, -0.26736, 0.11542], [11.34929, 0.09444, -0.89418], [10.20706, -1.11755, -2.42016], [9.58098, 0.05471, -3.58443], [7.90777, -1.69004, -3.37481], [7.29537, -0.18222, -2.66742], [8.10160, -1.11807, -0.50617], [6.38610, -2.65938, -0.11581], [6.08441, -2.76929, -1.84393], [4.38301, -1.41568, -0.82260], [5.31381, -0.31834, -1.81422], [6.53947, 1.30193, -0.87879], [7.46755, 0.53922, 0.45478], [6.20226, 1.70473, 0.81528], [-4.92539, -3.63315, -2.96733], [-4.15714, -4.37824, -2.03159], [-2.93430, -4.88428, -2.58227], [-1.72474, -4.16846, -1.95981], [-1.64404, -2.77584, -2.41148], [-0.68951, -1.96165, -1.65019], [-0.97031, -1.75985, -0.14720], [-2.12964, -0.97406, 0.13299], [-3.35053, -1.70431, 0.12500], [-5.90324, -3.43313, -2.52068], [-4.44932, -2.67384, -3.18265], [-5.07399, -4.19497, -3.89359], [-2.91685, -4.82904, -3.67701], [-2.88554, -5.94345, -2.30632], [-0.80653, -4.69384, -2.24379], [-1.83011, -4.22614, -0.87176], [-2.56119, -2.34709, -2.33173], [-0.67994, -0.97286, -2.12358], [0.31592, -2.37945, -1.77826], [-0.12241, -1.19283, 0.26378], [-0.98908, -2.70312, 0.41127], [-3.22477, -2.73297, 0.46939], [-3.78770, -1.68329, -0.87328], [-4.05264, -1.19863, 0.79533], [-5.48379, 1.39794, -0.38964], [-6.33715, 1.66830, -1.49402], [-6.43175, 0.57350, -2.41442], [-7.83562, -0.05094, -2.36839], [-8.05566, -0.76579, -1.10724], [-9.45495, -1.14419, -0.87838], [-10.48507, -0.00412, -0.74532], [-10.32801, 0.79484, 0.42813], [-9.36804, 1.83753, 0.30501], [-5.33794, 2.33035, 0.16266], [-5.94297, 0.67285, 0.28614], [-4.50794, 1.03465, -0.72346], [-5.65018, -0.17733, -2.24944], [-6.27626, 0.99493, -3.41370], [-7.94947, -0.74982, -3.20408], [-8.56186, 0.75800, -2.49670], [-7.75564, -0.17785, -0.33545], [-9.47114, -1.71916, 0.05491], [-9.77282, -1.82907, -1.67320], [-11.47423, -0.47546, -0.65188], [-10.54343, 0.62187, -1.64349], [-9.31777, 2.24215, -0.70806], [-8.38968, 1.47943, 0.62550], [-9.65498, 2.64495, 0.98600]], "gap_ev": 7.120, "total_charge": 0, "smiles": "CN(C)B(O)c1cc(CC=O)cc2nccnc12.COCCNCCOC.COCCNCCOC.COCCNCCOC", "max_force_ev_per_a": 8.6, "homo_ev": -8.432}

=====

(2)
{"formula": "C26H31GeN2O3W", "method": "ωB97M-V/def2-TZVPD", "species": ["W", "C", "N", "C", "C", "O", "C", "O", "C", "C", "O", "N", "C", "C", "H", "H", "H", "H", "H", "H", "H", "H", "H", "H", "H", "H", "H", "H", "H", "H", "C", "C", "C", "C", "C", "C", "Ge", "C", "C", "C", "C", "C", "C", "C", "C", "C", "C", "C", "C", "H", "H", "H", "H", "H", "H", "H", "H", "H", "H", "H", "H", "H", "H", "H"], "positions_angstrom": [[-0.62647, -0.23358, -0.46023], [-2.69906, -5.18034, -0.17040], [-1.55348, -4.25065, -0.09917], [-0.24425, -4.91369, 0.05784], [-1.67405, -2.97243, -0.18729], [-0.63353, -2.18426, -0.10927], [-3.02038, -2.30185, -0.39039], [-2.78078, -0.87989, -0.40112], [-3.69467, -0.02284, 0.31656], [-2.84563, 0.92925, 1.14272], [-1.55345, 0.82412, 1.00786], [-3.37689, 1.79463, 1.93568], [-2.56656, 2.73303, 2.73514], [-4.83356, 1.91521, 2.14490], [-2.64855, -5.84897, 0.68681], [-2.61608, -5.76460, -1.08575], [-3.64980, -4.65774, -0.15768], [-0.21434, -5.38654, 1.03825], [0.55839, -4.19404, -0.04144], [-0.16194, -5.67962, -0.71096], [-3.71529, -2.55759, 0.40963], [-3.45689, -2.59445, -1.34799], [-4.35203, -0.62146, 0.94673], [-4.29775, 0.52356, -0.41110], [-1.51547, 2.61916, 2.50021], [-2.74494, 2.52791, 3.78968], [-2.89775, 3.74467, 2.50860], [-5.39701, 1.31644, 1.43658], [-5.11020, 2.95971, 2.01683], [-5.06972, 1.60513, 3.16194], [1.64920, 5.22587, -0.05571], [2.71917, 4.64018, 0.61286], [2.76065, 3.26888, 0.78098], [1.71630, 2.46363, 0.29045], [0.64272, 3.08287, -0.38558], [0.60607, 4.44877, -0.56202], [1.66793, 0.57732, 0.38990], [3.38506, -0.08087, 1.10068], [3.70128, 0.15761, 2.46650], [4.93965, -0.16880, 2.93995], [5.89512, -0.77470, 2.06066], [5.57856, -1.03122, 0.69757], [4.33800, -0.70941, 0.23374], [0.21858, 0.14559, -2.25816], [1.38737, 0.59705, -2.89499], [1.66647, 0.18822, -4.18284], [0.80009, -0.67898, -4.85969], [-0.37439, -1.11248, -4.26774], [-0.67688, -0.67013, -2.98121], [1.62967, 6.29948, -0.19412], [3.52117, 5.25861, 0.99287], [3.60392, 2.82411, 1.29540], [-0.16005, 2.48768, -0.81733], [-0.20800, 4.91987, -1.09617], [2.98209, 0.62208, 3.13002], [5.21722, 0.02580, 3.96833], [6.87002, -1.05223, 2.44695], [6.32062, -1.48415, 0.05289], [4.08332, -0.91337, -0.79928], [2.05917, 1.28962, -2.39859], [2.56093, 0.54103, -4.67950], [1.03837, -0.98914, -5.86910], [-1.07298, -1.72963, -4.81621], [-1.67430, -0.91741, -2.60466]], "multiplicity": 4, "gap_ev": [7.326, 4.908], "total_charge": 4, "de_lowest_kj_mol": 0.0, "s2": 3.79, "max_force_ev_per_a": 1.2, "homo_ev": [-19.516, -19.769]}

=====

(3)
{"formula": "C4H2N2", "method": "ωB97M-V/def2-TZVPD", "species": ["C", "C", "C", "C", "N", "N", "H", "H"], "positions_angstrom": [[0.55589, -0.34064, 0.54888], [0.12625, 0.07100, -0.49024], [-2.09332, -1.46270, -0.23344], [-3.69708, 0.31476, 0.03758], [-4.29921, 1.15953, 0.52588], [-2.87915, -0.62661, -0.29307], [0.83300, -0.77268, 1.57435], [-0.11362, 0.40348, -1.35353]], "gap_ev": 10.888, "total_charge": 0, "de_lowest_kj_mol": 373.3, "max_force_ev_per_a": 6.1, "homo_ev": -10.603}

=====

(4)
{"formula": "C7H13NO", "method": "ωB97M-V/def2-TZVPD", "species": ["C", "C", "C", "C", "N", "C", "C", "C", "O", "H", "H", "H", "H", "H", "H", "H", "H", "H", "H", "H", "H", "H"], "positions_angstrom": [[0.73263, 0.48013, 2.10556], [-0.67780, 0.66354, 1.34480], [-1.29570, -0.59194, 0.54523], [-1.40750, -0.64445, -1.02982], [-0.25835, -1.33313, -1.74370], [1.02922, -1.00139, -1.03640], [1.37628, 0.47295, -1.04196], [0.66930, 1.57837, -0.51929], [-0.35859, 1.80430, 0.41458], [0.67093, -0.31390, 2.93763], [1.12960, 1.50289, 2.52097], [1.49719, 0.08613, 1.44869], [-1.69688, 0.97161, 1.88421], [-0.87838, -1.55103, 1.04065], [-2.31936, -0.47551, 0.73384], [-1.34942, 0.41559, -1.39151], [-2.41089, -1.08848, -1.40990], [-0.11244, -1.26293, -2.70147], [1.67081, -1.59226, -1.68048], [0.78165, -1.59839, -0.08500], [2.11921, 0.81661, -1.84635], [1.08850, 2.66128, -0.49027]], "gap_ev": 9.257, "total_charge": 0, "de_lowest_kj_mol": 433.8, "smiles": "C[C@@H]1CCNC/C=C\\O1", "max_force_ev_per_a": 4.1, "homo_ev": -8.279}